45
Properties=species:S:1:pos:R:3:forces:R:3 method="wB97M-V/def2-TZVPD" multiplicity=1 homo_ev=-11.82 orbital_gap_ev=7.95 charge=+1
C 0.43648 1.60273 1.91327 1.054 0.008 0.042
C 0.55240 2.13665 0.49468 -2.243 0.147 -0.323
F 1.86254 2.54513 0.23452 0.640 -0.033 0.110
C 0.06920 1.17572 -0.62718 -0.601 -0.809 0.854
C 0.56380 -0.23362 -0.27379 0.768 -0.180 -1.475
C 0.71728 -1.20770 -1.46333 -0.254 0.073 -0.253
C 1.08438 -2.65033 -1.01862 -0.512 0.678 0.475
C 1.62761 -2.71172 0.41788 -0.009 -0.986 -1.161
S 3.32341 -2.09303 0.57810 0.553 -0.762 2.489
O 3.30110 -0.72538 1.07778 0.246 0.744 -1.025
O 4.03052 -2.98358 1.44745 -0.170 -0.027 -0.666
Cl 4.25139 -2.22623 -1.23546 -0.515 0.394 0.352
O 0.48435 1.60952 -1.91992 0.584 0.001 -0.481
C -0.58259 2.11489 -2.62472 -0.451 0.371 1.308
O -0.64538 2.31167 -3.77931 0.394 0.178 -0.146
O -1.59872 2.32799 -1.70308 -0.196 -0.148 -0.652
C -1.46366 1.17564 -0.87979 0.677 -0.514 0.496
C -2.44466 1.01809 0.26545 -0.545 0.219 -0.812
C -3.82842 0.48627 -0.26343 0.876 0.500 0.972
C -4.38723 -0.57509 0.62844 0.276 0.091 -0.792
F -4.98550 -0.15812 1.75351 -0.302 0.091 -0.042
C -4.35972 -1.86911 0.35794 -0.481 0.435 0.484
F -3.60943 -2.39044 -0.59496 -0.234 -0.198 -0.237
F -5.09709 -2.74537 1.00091 0.476 -0.371 -0.004
H 1.18900 0.83440 2.13059 -0.122 -0.020 -0.203
H 0.65527 2.42570 2.59940 -0.350 -0.063 0.034
H -0.53415 1.16344 2.12692 -0.058 0.273 -0.026
H -0.09719 3.01896 0.43369 0.469 0.194 -0.139
H -0.10419 -0.71671 0.44269 -0.018 0.453 0.170
H 1.56083 -0.10996 0.15190 -0.471 -0.124 0.221
H -0.23019 -1.23450 -2.01093 0.137 -0.160 -0.035
H 1.44758 -0.84606 -2.19149 0.027 0.149 0.244
H 0.17911 -3.26444 -1.04178 0.157 -0.040 0.109
H 1.80595 -3.11879 -1.68687 -0.172 0.047 -0.055
H 0.98804 -2.23903 1.16203 0.470 0.383 -0.016
H 1.69301 -3.76128 0.71724 0.424 0.119 -0.014
H -1.59648 0.32376 -1.56609 -0.116 -0.143 0.320
H -2.05295 0.26252 0.94766 0.100 0.198 0.077
H -2.60685 1.97140 0.77287 0.242 -0.134 0.209
H -4.51499 1.33512 -0.24679 -0.184 -0.238 -0.290
H -3.69222 0.12840 -1.28303 -0.304 -0.095 0.064
O 4.20720 1.97379 1.40649 0.336 0.173 0.135
H 3.55820 2.69335 1.26133 -0.360 -0.054 -0.253
H 5.03139 2.12995 0.90721 -0.039 -0.033 0.029
H 3.81155 1.09536 1.18062 -0.199 -0.786 -0.096

45
Properties=species:S:1:pos:R:3:forces:R:3 method="wB97M-V/def2-TZVPD" relative_energy_kcal_mol=57.2 multiplicity=1 homo_ev="-14.39 / -14.39" orbital_gap_ev="4.84 / 4.84" charge=+2
Os -0.16209 -1.01338 -1.76797 0.909 2.223 4.585
C 2.79558 -0.81102 -0.32221 0.143 -0.143 0.299
O 2.12983 -0.30417 -1.50940 -0.974 -1.002 -0.027
C 2.32796 1.10872 -1.73147 -0.020 0.327 -0.347
C 1.16113 1.88134 -1.21398 0.221 -0.013 0.395
O 0.02040 1.36579 -1.90513 -0.177 -0.629 -0.684
C -1.21583 2.00107 -1.57336 -0.361 0.122 0.094
C -2.25550 1.31622 -2.39683 0.222 0.323 -0.344
O -2.24930 -0.07238 -2.00492 0.454 -1.094 0.439
C -3.34480 -0.82793 -2.57860 -0.218 -0.253 -0.057
H 3.83111 -0.47594 -0.32657 -0.012 -0.001 -0.157
H 2.77020 -1.89661 -0.37168 -0.041 0.004 -0.017
H 2.30359 -0.47126 0.58688 -0.039 0.029 -0.058
H 2.43098 1.23749 -2.80864 0.020 -0.025 0.003
H 3.23911 1.45275 -1.24286 0.081 -0.236 0.007
H 1.27934 2.94608 -1.42350 -0.078 -0.006 -0.071
H 1.03726 1.73093 -0.13908 -0.073 0.085 -0.010
H -1.17615 3.06484 -1.81489 0.094 -0.017 -0.049
H -1.42880 1.88071 -0.50749 0.122 0.007 0.024
H -2.02523 1.40229 -3.46229 -0.028 -0.083 -0.003
H -3.23697 1.75562 -2.21416 -0.076 -0.226 0.096
H -4.28491 -0.33467 -2.33826 0.060 0.060 0.081
H -3.32756 -1.81457 -2.12334 0.016 0.010 0.003
H -3.24364 -0.89818 -3.66252 0.100 0.042 0.018
F -0.79855 2.84670 4.09492 0.075 0.033 0.093
C -0.25080 1.65507 3.90320 -0.053 0.110 -0.124
C -0.91627 0.70540 3.25228 -0.127 0.035 -0.044
N -0.36185 -0.54397 3.01867 0.177 -0.117 0.117
C -1.02134 -1.53056 2.21247 0.003 0.053 -0.140
C -0.67059 -1.37164 0.75129 -0.362 -0.152 1.129
O -0.99342 -2.24637 -0.08883 0.476 -0.130 -2.587
O -0.06520 -0.35366 0.33346 0.378 0.812 -1.823
C 0.93927 -0.85548 3.41408 -0.281 0.097 -0.158
O 1.44038 -1.92201 3.12737 0.145 0.069 -0.109
N 1.57630 0.14710 4.09085 0.228 -0.048 0.118
C 1.12767 1.45326 4.36408 0.000 -0.027 -0.090
O 1.83584 2.27511 4.86818 -0.029 -0.018 0.058
H -1.91786 0.88912 2.88727 -0.031 -0.099 0.041
H -2.10558 -1.45844 2.31355 -0.006 -0.048 0.023
H -0.69830 -2.52634 2.51450 -0.103 -0.031 0.044
H 2.51830 -0.06495 4.39827 -0.023 0.006 0.030
Cl -0.46306 -2.52213 -3.52268 -0.256 -0.143 -1.402
C 0.85428 -2.69030 -2.40105 -0.392 -0.156 0.518
H 1.80955 -2.52541 -2.89134 -0.003 0.239 0.101
H 0.78552 -3.58424 -1.78833 -0.164 0.011 -0.015

37
Properties=species:S:1:pos:R:3:forces:R:3 method="wB97M-V/def2-TZVPD" relative_energy_kcal_mol=0.0 multiplicity=1 homo_ev=-16.40 orbital_gap_ev=10.09 charge=+2
Ir -0.97563 0.65358 0.24084 0.766 0.596 0.413
C -0.65758 2.32395 1.57265 0.081 0.066 -0.236
C -1.58861 2.71573 0.56593 -0.022 0.202 0.056
C -2.74478 1.91059 0.67182 -0.355 -0.520 0.151
C -2.54380 1.02458 1.79523 -0.446 -0.266 -0.410
C -1.27369 1.26762 2.32946 0.268 0.073 0.176
H 0.30819 2.76211 1.76060 0.021 0.051 0.025
H -1.46821 3.47601 -0.19075 0.196 0.090 0.071
H -3.66725 2.01986 0.12650 0.044 -0.015 -0.146
H -3.26960 0.32304 2.17648 0.047 -0.082 -0.049
H -0.82966 0.75124 3.16456 0.022 -0.009 0.053
N -1.53406 -1.17671 -0.77869 -0.124 -0.124 0.071
C -0.52732 -1.79739 -1.70445 -0.139 -0.020 0.123
C -0.14959 -0.89826 -2.86309 0.134 0.139 0.027
C 0.71946 0.28564 -2.45520 -0.183 -0.223 -0.125
N -0.09129 1.23038 -1.63845 -0.233 -0.046 -0.105
H -1.77236 -1.89353 -0.09376 -0.024 0.142 0.018
H -2.40456 -1.02960 -1.28895 0.095 0.012 -0.035
H -0.93875 -2.73925 -2.06780 -0.009 0.025 -0.033
H 0.35560 -2.02637 -1.10964 -0.011 -0.074 -0.013
H -1.04494 -0.54494 -3.38512 -0.014 -0.007 -0.039
H 0.39944 -1.49846 -3.58923 0.020 0.009 0.007
H 1.08764 0.81222 -3.33559 0.008 0.000 -0.009
H 1.57744 -0.04649 -1.87421 -0.026 0.002 -0.038
H -0.87169 1.50396 -2.23696 0.063 0.117 0.118
H 0.42623 2.09204 -1.47092 0.056 -0.121 -0.072
C 3.10451 -1.55329 1.87672 -0.022 0.011 -0.009
C 1.84969 -2.10024 2.10150 0.005 0.000 -0.015
C 0.74426 -1.48302 1.55381 -0.036 -0.039 -0.049
N 0.83069 -0.37292 0.79944 -0.236 -0.070 -0.029
C 2.04643 0.15700 0.59612 0.013 0.104 0.034
C 3.19911 -0.40128 1.11077 -0.005 -0.024 0.000
H 3.98954 -2.01119 2.29605 0.016 -0.011 0.004
H 1.72010 -2.99203 2.69737 0.001 -0.010 0.012
H -0.24942 -1.87872 1.72128 0.023 0.010 0.019
H 2.09232 1.06622 0.01161 -0.004 -0.004 0.033
H 4.15217 0.06790 0.91406 0.009 0.014 -0.001

35
Properties=species:S:1:pos:R:3:forces:R:3 method="wB97M-V/def2-TZVPD" relative_energy_kcal_mol=120.5 multiplicity=1 homo_ev="-7.55 / -7.56" orbital_gap_ev="7.13 / 7.14"
C -0.07121 0.78940 -1.32016 1.403 0.664 -0.115
C 2.74829 0.07861 0.60077 2.741 -1.459 -0.074
C 2.05849 -0.08686 -0.50340 -1.340 -1.859 -2.279
C 3.94380 -0.80243 1.05124 -1.103 1.068 0.636
C 2.28399 -1.32112 -1.51701 -0.602 1.814 -0.264
C 4.29102 -1.87841 -0.02662 0.841 3.437 -0.721
C 3.02107 -2.39467 -0.67019 -1.240 0.061 -1.654
C -3.41634 1.86176 1.14874 2.974 -0.087 3.236
C -1.89415 1.59839 1.23684 1.927 0.152 -1.150
C -3.98146 1.78218 -0.22086 2.250 0.187 0.679
C -1.67649 0.11085 0.87100 -0.773 0.653 0.711
C -3.71100 0.39284 -0.70777 -1.607 -1.380 -1.285
C -2.36649 -0.14287 -0.39858 1.438 0.730 -1.129
N 0.98785 0.77780 -0.68120 -0.213 0.302 -0.045
N -1.09056 1.11113 -1.86320 -2.085 -1.436 0.818
H 2.61658 0.96870 1.13559 -0.555 1.013 0.969
H 4.78971 -0.03495 1.30165 -1.190 -1.850 -0.327
H 3.51932 -1.25791 2.00176 1.083 0.264 -0.740
H 1.23717 -1.74006 -1.89425 2.144 0.960 0.826
H 2.86667 -0.92818 -2.47354 -1.084 -0.907 1.976
H 4.84706 -1.15410 -0.80773 -0.862 -2.140 1.214
H 4.98576 -2.60287 0.38722 -0.068 -0.228 -0.264
H 2.20194 -2.64933 0.01223 0.636 -0.414 0.541
H 3.12577 -3.22919 -1.37305 0.543 -0.204 0.499
H -3.71441 1.08958 1.87672 -1.243 0.146 -0.487
H -3.58076 2.80168 1.63878 -0.465 0.673 0.087
H -1.42210 2.20171 0.40805 -0.178 -0.588 0.831
H -1.22999 1.79330 2.14087 -1.661 0.168 -0.613
H -4.94422 2.09895 0.05756 -1.937 -0.001 -1.308
H -3.41798 2.46640 -0.89033 -0.698 -0.043 0.419
H -0.64704 -0.16778 0.77027 0.745 0.010 -0.020
H -2.04959 -0.56164 1.69188 -0.112 0.440 -0.689
H -4.46138 -0.33686 -0.27007 0.731 0.528 -0.194
H -3.89793 0.35404 -1.79345 0.236 -0.287 0.324
H -1.95137 -0.98808 -0.91973 -0.673 -0.385 -0.408

40
Properties=species:S:1:pos:R:3:forces:R:3 method="wB97M-V/def2-TZVPD" relative_energy_kcal_mol=45.0 multiplicity=1 homo_ev=-8.82 orbital_gap_ev=9.49 smiles="COC(=O)c1cc(S(=O)(=O)N2CCC[C@@H](C)C2)cn1C"
C -1.75638 -5.27707 -1.64884 -0.106 -0.401 0.067
O -1.62226 -3.92537 -1.23680 0.062 0.423 0.058
C -2.04120 -3.65247 0.00974 -0.042 -0.254 -0.012
O -2.49594 -4.49168 0.75458 0.033 0.067 -0.061
C -1.87090 -2.23910 0.32483 0.288 0.280 -0.547
C -1.36457 -1.22701 -0.47668 -0.127 -0.305 0.061
C -1.41379 -0.05191 0.27661 0.040 0.477 -0.175
S -0.87006 1.56459 -0.19998 -0.223 -0.773 0.616
O -0.75697 1.59132 -1.63084 0.185 -0.251 0.082
O -1.71505 2.53360 0.43745 0.127 -0.019 0.220
N 0.62019 1.58666 0.56522 -0.979 0.142 -0.440
C 0.98683 2.78493 1.29385 -0.017 0.484 0.416
C 2.03683 3.61646 0.54499 -0.101 -0.074 -0.149
C 1.85482 3.41015 -0.95522 0.059 -0.037 0.053
C 2.16457 1.95741 -1.34884 0.147 0.058 -0.070
C 3.64965 1.74298 -1.62785 -0.323 0.013 0.000
C 1.68685 1.01639 -0.22441 0.178 -0.232 -0.450
C -1.94360 -0.37788 1.50895 0.050 0.372 -0.020
N -2.21845 -1.69208 1.53463 0.156 0.166 -0.290
C -2.78950 -2.40232 2.64516 -0.311 -0.435 0.539
H -1.37869 -5.32149 -2.66678 -0.014 0.019 0.049
H -2.80403 -5.58347 -1.61462 0.098 0.004 -0.028
H -1.17839 -5.93410 -0.99530 -0.048 0.037 -0.087
H -1.01960 -1.32407 -1.48509 0.060 -0.082 -0.227
H 0.06366 3.35025 1.42626 0.205 0.094 0.156
H 1.35826 2.48742 2.28227 -0.074 0.054 -0.074
H 1.92362 4.66933 0.80422 0.068 -0.012 0.076
H 3.04159 3.30561 0.83799 0.058 0.059 0.046
H 0.81803 3.63406 -1.21545 0.046 0.127 -0.081
H 2.49970 4.08866 -1.51572 -0.062 0.031 -0.062
H 1.59859 1.72756 -2.25460 0.076 -0.004 0.085
H 3.84521 0.69731 -1.85522 0.114 -0.125 -0.025
H 3.96564 2.34253 -2.47818 0.081 0.034 -0.083
H 4.25225 2.02493 -0.76670 0.127 0.020 0.114
H 1.31281 0.07860 -0.63786 0.262 -0.138 -0.005
H 2.51129 0.78861 0.45872 -0.047 -0.055 -0.002
H -2.13891 0.27020 2.33942 -0.088 0.039 0.248
H -2.11634 -3.19402 2.97602 -0.071 0.098 0.002
H -2.96594 -1.70497 3.46153 0.033 0.034 -0.061
H -3.72983 -2.87056 2.35252 0.079 0.066 0.063

35
Properties=species:S:1:pos:R:3:forces:R:3 method="wB97M-V/def2-TZVPD" relative_energy_kcal_mol=42.7 multiplicity=1 homo_ev=-12.62 orbital_gap_ev=10.01 smiles=CC(C)(C)[NH2+][C@@]1(O)CCc2ccccc21 charge=+1
C 3.09445 -0.88642 -1.41960 2.508 -1.298 -1.542
C 2.39126 -0.38153 -0.17395 -0.480 0.262 0.551
C 2.79477 0.98785 0.33687 -0.864 -2.229 2.146
C 2.49767 -1.43159 0.92199 0.640 -1.136 1.356
N 0.89414 -0.32229 -0.54754 -0.712 -3.268 2.734
C -0.26059 0.31630 0.32218 0.350 -0.462 -0.587
O -0.05251 -0.03025 1.64571 1.252 0.740 0.490
C -0.30873 1.81811 -0.01758 1.313 0.403 2.772
C -1.69424 2.19054 0.48037 -1.848 -0.996 -0.399
C -2.51816 0.89273 0.20818 -0.367 1.690 -0.178
C -3.90558 0.75783 0.02765 0.012 0.684 0.253
C -4.30662 -0.53470 -0.34452 2.774 0.965 0.385
C -3.41195 -1.59800 -0.54535 1.318 1.679 1.055
C -2.01846 -1.44643 -0.31748 -1.593 1.149 -0.182
C -1.64479 -0.15620 0.05123 -0.158 -1.171 -1.738
H 2.50330 -1.59197 -2.06309 0.221 0.675 0.695
H 3.55500 -0.13826 -2.08491 -0.946 0.366 0.182
H 4.08845 -1.47724 -1.25867 -1.927 0.741 0.641
H 2.05896 1.21802 1.12581 0.600 0.059 -0.104
H 2.78209 1.75809 -0.35573 0.446 1.367 -1.452
H 3.71321 0.76659 0.85076 0.758 0.836 -0.070
H 1.77739 -1.35103 1.77898 0.556 0.220 -1.074
H 2.41800 -2.48105 0.50526 0.115 1.080 0.351
H 3.51289 -1.33103 1.39757 -0.868 -0.321 -0.630
H 0.78149 -1.40244 -0.58405 -0.782 2.390 -0.957
H 0.80744 0.22940 -1.34234 -0.207 0.205 -2.651
H -0.91034 -0.27919 1.99546 -0.102 -0.170 0.327
H -0.24736 2.06867 -1.06531 0.561 -0.165 -0.366
H 0.53038 2.22649 0.66731 -1.458 0.203 -1.676
H -2.24681 3.03755 0.02590 0.896 -0.225 0.357
H -1.64883 2.25685 1.54832 -0.122 0.686 0.697
H -4.61832 1.67560 0.15229 1.371 -2.047 -0.324
H -5.26625 -0.75508 -0.59622 -2.815 -0.304 -0.394
H -3.91869 -2.45993 -0.82365 -0.101 -1.854 -0.624
H -1.22267 -2.14598 -0.50184 -0.343 -0.752 -0.043